No. 1
Density functional theory data (ωB97M-V/def2-TZVPD) for a molecular structure, C36H24NiO29PV.

Output
- Charge: +2
- Spin multiplicity: 5
- HOMO-LUMO gap (alpha / beta): 4.6 / 2.3 eV
- ⟨S²⟩: 6.0504

```
92
Properties=species:S:1:pos:R:3:forces:R:3
O 1.399 -1.886 -3.390 0.333 0.524 0.880
V 1.637 -1.166 -2.041 -1.514 -1.395 -0.659
Ni -2.068 -1.751 -0.794 -2.535 1.101 0.145
P -0.072 -0.200 -0.495 0.552 -3.660 1.617
O -0.272 -1.501 -1.237 -1.721 -6.483 -3.312
O 1.237 -0.796 0.075 1.121 3.400 1.340
O -1.423 -0.215 0.194 1.240 2.324 0.944
O 0.316 0.470 -1.765 1.989 5.184 -1.882
C 4.889 2.707 0.354 -1.289 -1.128 -0.959
C 5.199 3.519 1.380 2.558 1.968 0.032
C 4.568 3.464 2.679 -1.872 -0.572 3.724
O 4.719 4.208 3.668 0.634 -0.956 -3.065
C 3.657 2.342 2.808 -1.397 -1.455 -0.335
C 3.336 1.461 1.817 -1.975 -2.552 1.005
C 3.904 1.525 0.476 2.355 3.811 0.535
O 3.639 0.818 -0.452 -0.471 -0.890 -1.021
O 2.451 0.382 1.967 2.175 3.237 1.768
O 6.192 4.421 1.345 -0.612 -0.889 -1.517
H 5.301 2.900 -0.626 0.395 -0.209 0.011
H 3.143 2.218 3.750 0.087 0.066 0.185
H 2.239 0.004 1.110 -0.187 -0.394 -0.891
H 6.335 4.777 2.225 -0.132 0.428 0.674
C 1.834 -5.590 -0.088 -0.660 0.736 -3.038
C 1.986 -6.481 0.848 1.081 -4.294 2.277
C 2.248 -6.135 2.296 -0.325 2.176 0.981
O 2.566 -6.824 3.236 -0.131 -1.143 -1.216
C 2.026 -4.704 2.529 -0.240 1.715 -1.606
C 1.886 -3.788 1.518 -0.326 0.041 1.384
C 1.858 -4.169 0.058 0.233 -0.217 0.722
O 1.823 -3.382 -0.902 0.297 0.252 0.487
O 1.637 -2.500 1.840 0.479 -1.516 0.442
O 1.992 -7.806 0.527 -0.264 1.615 -0.509
H 1.660 -6.013 -1.066 0.138 0.226 -0.340
H 1.939 -4.293 3.524 0.293 -0.358 0.223
H 1.552 -1.997 1.027 -0.249 0.578 -0.426
H 2.185 -8.391 1.264 0.096 0.117 0.654
C -4.522 0.551 -3.353 -0.228 0.663 -0.172
C -5.197 1.475 -4.101 -3.135 -0.689 0.821
C -4.586 2.676 -4.622 2.734 3.075 0.299
O -5.116 3.743 -4.945 -0.159 -2.589 0.198
C -3.096 2.673 -4.496 0.652 -1.607 0.338
C -2.404 1.710 -3.782 0.583 2.974 -1.853
C -3.091 0.704 -3.036 -2.774 -1.569 -0.371
O -2.489 -0.057 -2.279 0.328 -0.359 0.238
O -1.058 1.632 -3.759 -0.333 1.064 -0.754
O -6.558 1.486 -4.192 1.329 -1.555 0.647
H -5.064 -0.276 -2.918 -0.038 0.006 0.115
H -2.671 3.452 -5.112 0.605 -0.022 0.281
H -0.745 1.156 -2.986 -0.130 -0.651 0.399
H -6.907 2.082 -4.858 0.282 0.564 -0.249
C 3.091 4.183 -2.928 0.286 0.655 0.402
C 2.495 2.951 -2.899 -2.788 -2.303 2.422
C 3.117 1.683 -3.366 2.323 -2.224 -1.760
O 2.742 0.486 -3.266 -0.118 2.760 0.862
C 4.349 1.943 -4.106 -0.656 -0.292 -0.623
C 4.907 3.166 -4.172 3.919 1.082 -1.095
C 4.414 4.357 -3.497 -0.296 4.476 0.106
O 4.951 5.511 -3.535 -1.255 -4.386 -0.003
O 6.088 3.389 -4.814 -2.292 -1.605 0.608
O 1.362 2.776 -2.251 1.591 3.241 -0.841
H 2.620 5.038 -2.466 -0.196 0.033 0.004
H 4.771 1.222 -4.790 0.034 -0.571 0.397
H 6.267 4.332 -4.791 0.282 0.829 0.100
H 1.080 1.877 -2.066 -0.537 -2.040 0.018
C -1.294 -3.231 3.979 -0.133 -0.020 -0.822
C -0.336 -3.334 4.924 -0.529 -2.091 0.829
C 0.684 -2.236 5.175 -0.775 -1.073 0.036
O 1.658 -2.444 5.863 -0.245 0.095 -0.015
C 0.348 -1.043 4.466 0.042 1.973 -0.868
C -0.528 -0.970 3.449 -0.029 1.167 -0.943
C -1.444 -2.073 3.104 -2.556 -1.193 -0.925
O -2.381 -2.008 2.222 3.432 0.116 2.184
O -0.634 0.163 2.701 0.837 -0.279 1.383
O -0.279 -4.493 5.675 -0.148 1.921 -1.412
H -1.981 -4.033 3.753 0.007 -0.208 0.332
H 0.874 -0.116 4.641 0.443 -0.145 0.195
H -1.062 -0.004 1.859 -0.588 -0.513 0.244
H 0.401 -4.381 6.344 0.506 0.054 0.344
C -5.288 1.746 1.881 1.969 -0.665 -1.103
C -4.355 0.929 1.297 0.694 0.261 -0.498
C -4.762 -0.322 0.533 -1.106 -1.780 0.215
O -4.014 -1.177 -0.015 0.010 1.183 0.193
C -6.217 -0.576 0.501 1.199 0.024 0.619
C -7.083 0.226 1.129 -3.003 0.700 -1.922
C -6.729 1.518 1.816 0.402 0.363 1.141
O -7.545 2.275 2.314 0.369 -0.982 -0.935
O -8.419 0.003 0.821 2.005 -0.163 0.735
O -3.037 1.280 1.303 -2.341 1.054 0.961
H -4.831 2.648 2.260 -0.553 0.209 0.452
H -6.674 -1.422 0.009 0.511 -0.153 -0.326
H -8.924 0.817 0.888 -0.171 0.403 0.565
H -2.423 0.708 0.838 -0.416 -0.600 -0.448
```
Forces are in eV/Å.

Mulliken atomic charge list, values in e, 5 entries: atom 1 (O): -0.3617, atom 2 (V): 0.7114, atom 3 (Ni): 1.0069, atom 4 (P): 0.8230, atom 5 (O): -1.3051

No. 2
Density functional theory data (ωB97M-V/def2-TZVPD) for 2 unconnected molecules or ions with the total composition C4H9N2.

Output
- Charge: +1
- Spin multiplicity: 1
- Energy above the lowest of the compared OMol25 structures with the same formula, charge and spin: 4.055 eV
- HOMO-LUMO gap: 10.3 eV

```
15
Properties=species:S:1:pos:R:3:forces:R:3
C -2.094 -1.242 -0.632 2.462 2.984 3.333
C -1.388 -0.517 0.075 0.500 -0.169 -2.061
C 0.584 0.248 1.600 -1.630 1.265 0.660
C -0.227 0.394 0.396 -1.475 0.995 -0.748
N 0.917 -0.796 -1.111 6.266 0.346 -1.818
N -0.218 1.633 -0.090 -0.642 -1.955 0.113
H -2.864 -1.857 -0.909 -1.392 -1.262 -0.927
H 0.993 -0.686 1.603 1.275 -2.415 0.592
H -0.199 0.353 2.363 0.240 -0.418 0.344
H 1.268 1.057 1.812 0.381 0.040 -0.434
H 0.395 -1.180 -1.880 -0.928 0.498 -0.613
H 1.690 -1.634 -1.136 -1.993 2.435 0.897
H -0.937 1.867 -0.733 -0.364 0.638 -0.673
H 0.465 2.304 0.217 -0.001 0.097 -0.049
H 1.615 0.058 -1.577 -2.699 -3.079 1.383
```
Forces are in eV/Å.

Mulliken atomic charge list, values in e, 5 entries: atom 1 (C): -0.0411, atom 2 (C): -0.7080, atom 3 (C): -1.2654, atom 4 (C): 1.1092, atom 5 (N): -0.8599

No. 3
Density functional theory data (ωB97M-V/def2-TZVPD) for a molecular structure, C35H44N3O5S2SiTa.

Output
- Spin multiplicity: 1
- Energy above the lowest of the compared OMol25 structures with the same formula, charge and spin: 0.615 eV
- HOMO-LUMO gap: 6.1 eV

```
91
Properties=species:S:1:pos:R:3:forces:R:3
Ta 0.129 0.303 -0.109 0.179 0.022 -0.374
C 0.907 -4.173 -0.637 0.018 -0.036 -0.040
C 0.451 -2.773 -0.914 0.151 -0.192 -0.092
N 0.148 -1.964 0.056 -0.263 0.210 0.188
N -0.004 -2.531 1.311 -0.077 -0.117 0.045
C -0.756 -1.827 2.074 0.216 -0.079 0.052
S -1.433 -0.265 1.661 -0.082 0.081 -0.020
S -1.164 -2.370 3.684 -0.064 0.030 0.032
C -1.335 -4.166 3.446 -0.014 -0.013 0.050
C -2.474 -4.512 2.526 -0.014 -0.046 -0.022
C -2.238 -5.160 1.320 0.032 -0.010 0.044
C -3.286 -5.466 0.462 -0.027 -0.018 -0.029
C -4.585 -5.124 0.805 0.002 -0.015 -0.028
C -4.832 -4.486 2.014 0.014 0.017 0.041
C -3.784 -4.182 2.868 -0.019 0.034 -0.028
C 0.314 -2.376 -2.320 -0.067 0.245 -0.175
C 0.719 -3.236 -3.355 -0.013 0.006 0.147
C 0.458 -2.938 -4.673 0.049 -0.096 -0.128
C -0.247 -1.786 -5.005 -0.043 0.078 -0.088
C -0.658 -0.910 -4.022 -0.025 -0.068 0.121
C -0.348 -1.189 -2.694 0.128 -0.477 0.024
O -0.649 -0.295 -1.749 0.099 0.644 0.029
H 0.943 -4.372 0.426 -0.035 0.006 0.011
H 1.910 -4.291 -1.052 -0.015 -0.014 -0.011
H 0.256 -4.890 -1.136 -0.013 -0.030 0.032
H -1.530 -4.521 4.460 0.007 -0.010 -0.008
H -0.393 -4.599 3.119 0.018 0.057 -0.059
H -1.225 -5.442 1.063 0.032 0.019 -0.032
H -3.088 -5.976 -0.473 -0.002 0.020 0.029
H -5.405 -5.361 0.138 0.022 0.004 0.013
H -5.845 -4.224 2.292 0.021 -0.005 -0.005
H -3.980 -3.670 3.804 0.008 -0.012 -0.024
H 1.247 -4.150 -3.127 0.001 0.017 0.029
H 0.797 -3.609 -5.452 -0.010 0.021 0.030
H -0.459 -1.565 -6.044 -0.006 0.000 0.026
H -1.190 0.004 -4.251 0.009 -0.003 0.009
O 6.860 -0.029 -2.411 -0.062 0.106 -0.157
C 5.918 -0.007 -3.216 -0.066 -0.320 0.210
O 5.836 -0.121 -4.447 0.063 0.138 -0.023
C 4.524 0.118 -2.524 0.061 0.080 -0.041
C 3.374 0.348 -3.269 0.056 -0.050 0.016
C 2.152 0.404 -2.641 -0.023 -0.017 -0.047
N 2.017 0.244 -1.311 -0.012 0.126 -0.301
C 3.143 0.065 -0.587 0.159 -0.052 0.101
C 4.395 -0.008 -1.139 0.004 -0.029 0.018
C 2.881 0.006 0.882 -0.175 -0.020 -0.100
O 3.618 -0.347 1.739 0.355 0.000 0.100
O 1.605 0.408 1.122 -0.337 -0.118 0.151
H 3.469 0.459 -4.342 0.009 -0.001 0.035
H 1.251 0.587 -3.209 0.046 -0.032 0.074
H 5.278 -0.149 -0.530 -0.006 0.002 -0.020
C -2.871 1.970 -1.822 0.009 -0.034 -0.031
C -2.671 2.926 -0.637 -0.052 0.008 0.142
C -3.629 2.427 0.460 0.003 -0.023 -0.004
C -3.154 4.319 -1.073 0.011 -0.031 -0.039
Si -0.848 2.906 0.058 -0.248 -0.100 0.152
C 0.379 3.871 -1.129 -0.097 -0.007 -0.064
C 1.864 3.639 -0.809 0.037 -0.011 0.044
C 0.159 5.394 -1.106 -0.002 -0.047 -0.068
C 0.136 3.404 -2.575 0.053 -0.088 0.030
C -0.754 3.647 1.857 0.120 0.056 -0.041
C 0.718 3.899 2.226 -0.020 -0.042 0.073
C -1.497 4.990 1.977 -0.018 -0.074 0.027
C -1.302 2.711 2.946 0.060 -0.031 0.035
H -3.889 2.100 -2.208 0.018 -0.011 0.010
H -2.774 0.925 -1.517 0.006 0.067 -0.020
H -2.183 2.150 -2.649 -0.048 -0.037 0.048
H -4.636 2.328 0.037 0.026 0.017 -0.001
H -3.698 3.108 1.306 0.012 0.043 0.001
H -3.341 1.443 0.838 -0.048 0.048 -0.019
H -4.224 4.265 -1.307 0.033 -0.005 0.007
H -2.650 4.666 -1.976 0.030 -0.003 -0.024
H -3.028 5.078 -0.302 0.024 0.004 0.030
H 2.159 4.089 0.137 0.020 -0.069 -0.124
H 2.474 4.098 -1.595 -0.011 -0.010 0.006
H 2.140 2.585 -0.772 0.005 0.030 -0.002
H 0.446 5.841 -0.157 0.010 -0.014 0.061
H -0.869 5.678 -1.324 -0.001 0.012 0.028
H 0.793 5.849 -1.878 -0.007 -0.014 0.021
H 0.186 2.314 -2.681 -0.036 0.100 0.011
H 0.904 3.829 -3.231 -0.013 -0.004 0.010
H -0.833 3.723 -2.953 -0.032 0.032 0.005
H 1.155 4.731 1.675 -0.053 0.025 0.017
H 1.340 3.013 2.068 -0.009 0.039 0.020
H 0.778 4.152 3.291 -0.011 -0.006 -0.020
H -1.202 5.715 1.220 0.005 0.015 -0.050
H -1.268 5.429 2.955 -0.007 -0.017 -0.022
H -2.579 4.871 1.929 -0.032 -0.022 -0.030
H -0.618 1.881 3.139 -0.084 0.097 -0.032
H -2.282 2.293 2.722 0.029 0.032 0.024
H -1.394 3.281 3.878 0.028 -0.013 -0.013
```
Forces are in eV/Å.

Mulliken atomic charge list, values in e, 5 entries: atom 1 (Ta): 2.1536, atom 2 (C): -2.1114, atom 3 (C): 1.5151, atom 4 (N): 0.3802, atom 5 (N): -1.0666

No. 4
Density functional theory data (ωB97M-V/def2-TZVPD) for a single C4H8N2O3 molecule.

Output
- Spin multiplicity: 1
- Energy above the lowest of the compared OMol25 structures with the same formula, charge and spin: 1.441 eV
- SMILES: NCC(=O)NCC(=O)O
- HOMO-LUMO gap: 9.7 eV

```
17
Properties=species:S:1:pos:R:3:forces:R:3
N 3.371 -0.238 -0.342 -0.348 -0.108 1.539
C 2.104 -0.669 0.323 2.974 2.748 0.844
C 0.951 0.312 0.069 -0.886 -2.683 0.600
O 1.010 1.437 -0.369 0.534 -0.165 0.327
N -0.266 -0.277 0.430 -2.218 2.667 -0.240
C -1.414 0.693 0.183 0.284 -0.182 -0.629
C -2.610 -0.163 -0.113 -0.047 -0.136 -0.749
O -2.514 -1.280 -0.529 -0.325 -0.922 -0.030
O -3.738 0.507 0.039 -1.043 1.699 0.560
H 3.409 -0.447 -1.298 -0.160 -0.241 -1.493
H 3.576 0.755 -0.217 -0.416 -0.442 0.019
H 2.454 -0.659 1.410 -1.301 -0.013 -1.068
H 1.885 -1.673 0.072 -0.436 -0.905 -0.377
H -0.658 -1.253 0.451 1.560 1.230 -0.275
H -1.229 1.276 -0.801 -0.152 -0.796 1.664
H -1.712 1.440 0.976 0.969 -0.881 -0.610
H -4.618 0.239 -0.283 1.011 -0.870 -0.084
```
Forces are in eV/Å.

Mulliken atomic charge list, values in e, 5 entries: atom 1 (N): -0.5904, atom 2 (C): -0.6065, atom 3 (C): 0.6383, atom 4 (O): -0.5984, atom 5 (N): -0.2251